The following is a DFT calculation (wB97M-V/def2-TZVPD) of C34H32N2O7SeTaTe as an isolated structure.

```
78
Properties=species:S:1:pos:R:3:forces:R:3
Ta 0.153108 -0.917508 0.898570 -2.8 1.7 -3.8
O -1.463518 2.926493 -1.325263 -0.3 0.6 -0.4
C -0.759361 2.008659 -0.739073 0.5 -1.0 0.7
O -1.205754 0.935631 -0.355523 0.3 -0.5 0.3
C 0.699749 2.373998 -0.540749 -0.1 0.1 -0.4
O 1.210314 1.473696 0.422931 -0.3 -0.4 0.2
C 2.603499 1.189435 0.404259 0.5 -0.3 0.1
C 2.729252 -0.283962 0.849149 3.4 1.2 -2.4
O 3.559028 -1.028495 0.398138 0.1 0.4 0.6
O 1.810987 -0.624588 1.674437 0.3 -0.8 2.7
H -2.392469 2.675068 -1.490646 0.4 -0.2 0.2
H 0.796550 3.415153 -0.213841 0.0 -0.2 0.0
H 1.182559 2.252205 -1.523999 -0.1 0.0 0.3
H 3.148296 1.824881 1.116649 -0.2 0.0 -0.2
H 3.039089 1.286821 -0.596711 -0.1 0.0 0.1
Se -1.835918 -2.223938 0.412171 -0.5 -1.1 0.3
C -1.406270 -4.124183 0.495536 0.1 0.2 0.0
C -2.058663 -4.991663 -0.370470 -0.1 0.4 0.0
C -1.769880 -6.344327 -0.334718 0.0 0.0 0.0
C -0.825056 -6.829871 0.553179 0.1 0.0 0.0
C -0.172703 -5.960153 1.411233 0.0 0.0 0.1
C -0.463321 -4.606415 1.391491 0.1 0.1 0.1
H -2.779084 -4.597226 -1.070083 -0.1 0.0 -0.1
H -2.288870 -7.016088 -0.999906 0.0 -0.1 -0.1
H -0.581327 -7.880668 0.566906 0.0 -0.1 0.0
H 0.564431 -6.334196 2.106352 0.1 0.0 0.0
H 0.064848 -3.935485 2.061039 -0.1 -0.1 0.0
O 1.262495 -2.695666 0.110557 -0.6 0.2 1.5
C 1.526596 -2.102107 -0.957159 0.8 -0.9 -1.5
N 2.369331 -2.489612 -1.906803 0.1 0.0 0.3
C 2.267893 -1.607170 -3.060403 0.2 -0.1 -0.4
C 1.280419 -0.560053 -2.511239 -0.5 1.0 -0.2
O 0.952635 0.487877 -3.018485 0.0 -0.4 -0.2
N 0.915078 -0.942978 -1.251695 -0.6 0.1 1.8
C 1.831376 -2.454039 -4.240329 -0.1 0.0 -0.1
C 0.495386 -2.729856 -4.490493 0.1 0.1 0.0
C 0.147879 -3.598395 -5.513156 -0.1 0.0 0.0
C 1.128027 -4.208467 -6.278475 0.0 0.0 0.0
C 2.463444 -3.952852 -6.013922 0.0 -0.1 0.0
C 2.814679 -3.085727 -4.995668 -0.1 0.1 0.0
C 3.511492 -0.801554 -3.377610 0.3 0.0 0.1
C 4.617037 -0.778744 -2.542392 -0.1 -0.1 0.0
C 5.697884 0.031067 -2.854973 0.1 0.1 0.0
C 5.679387 0.822355 -3.990936 0.0 0.0 0.1
C 4.568771 0.801487 -4.822254 -0.1 0.0 0.0
C 3.485925 -0.003577 -4.517521 0.1 0.0 0.0
H 2.876502 -3.358379 -1.904867 -0.1 -0.1 0.0
H -0.277499 -2.268897 -3.891479 -0.1 0.1 0.0
H -0.892719 -3.804460 -5.711951 -0.1 0.0 0.0
H 0.856062 -4.888127 -7.072803 0.0 0.0 0.0
H 3.236213 -4.434069 -6.594974 0.0 0.0 0.0
H 3.856997 -2.896935 -4.784359 0.1 0.1 0.0
H 4.634810 -1.375319 -1.643399 0.0 0.0 0.0
H 6.551818 0.046896 -2.194675 0.1 0.0 0.0
H 6.522209 1.456997 -4.226300 0.0 0.0 0.0
H 4.536039 1.425338 -5.702869 0.0 0.0 -0.1
H 2.612706 -0.017689 -5.152737 0.0 0.0 -0.1
C -6.415325 -1.669594 5.321095 0.0 0.0 0.0
C -5.126654 -1.263908 4.688293 0.2 0.0 -0.1
C -3.989605 -2.041794 4.816667 -0.1 0.1 0.0
C -2.762697 -1.637984 4.309073 0.3 0.1 -0.2
C -1.592864 -2.565241 4.451060 0.0 0.1 0.1
C -2.679605 -0.414724 3.637241 0.3 0.0 -0.2
Te -0.715286 0.369056 3.030074 -1.4 -0.4 1.0
C -3.829868 0.354873 3.434672 0.2 0.1 -0.1
C -3.818142 1.625206 2.642162 0.1 0.0 0.1
C -5.030511 -0.081029 3.971109 0.1 -0.1 0.1
H -6.365327 -2.691064 5.684941 -0.1 -0.1 0.1
H -7.237598 -1.588539 4.614816 -0.1 0.0 0.0
H -6.620706 -1.007244 6.161085 -0.1 0.0 0.1
H -4.052165 -2.987468 5.332848 0.0 -0.1 0.1
H -1.799239 -3.330379 5.196435 0.0 0.0 0.0
H -0.696402 -2.018500 4.749800 0.0 -0.2 -0.1
H -1.414449 -3.059318 3.492302 0.1 0.0 0.1
H -3.526367 1.421338 1.611567 0.1 0.1 -0.1
H -3.107026 2.331148 3.069534 0.0 0.2 -0.1
H -4.807891 2.071446 2.644235 0.0 0.1 0.0
H -5.913028 0.524120 3.832462 -0.1 0.1 0.0
```
Forces are in eV/Å.

HOMO level (eV): -10.928
Total charge: +1
E_LUMO (eV): -4.28
Spin multiplicity: 1
Energy (eV): -127277.99384

=====

The following is a DFT calculation (wB97M-V/def2-TZVPD) of C34H32N4O4ReS4Sb as an isolated structure.

```
80
Properties=species:S:1:pos:R:3:forces:R:3
Re -0.752584 0.468717 1.140430 -0.3 -0.3 -0.2
S -1.185025 2.565355 1.890270 0.0 -0.1 0.2
C -0.412907 3.705846 0.827822 0.0 0.1 0.0
C -0.414101 5.079180 1.101230 0.0 -0.1 0.0
C 0.163747 5.952499 0.204842 0.0 -0.1 -0.1
C 0.171400 7.356478 0.493701 0.1 0.1 0.0
N 0.185768 8.479021 0.733620 0.0 0.0 0.0
C 0.739871 5.462797 -0.991254 0.0 0.0 0.1
C 0.724393 4.112837 -1.262410 0.0 -0.2 0.1
C 0.145159 3.223353 -0.348218 0.1 0.1 -0.1
S 0.104120 1.513486 -0.667856 0.0 0.0 0.1
C 1.345164 6.358628 -1.933456 0.0 0.1 -0.1
N 1.824772 7.053753 -2.711097 0.0 0.0 0.0
H -0.867544 5.458919 2.006760 0.0 0.0 0.0
H 1.159643 3.745439 -2.181986 0.0 0.0 0.0
C -2.845849 0.429147 4.297733 0.0 0.0 0.0
S -2.673550 -0.619612 2.898266 -0.1 0.1 0.0
O -3.568183 -1.712073 3.022523 0.1 0.0 0.1
O -2.868795 0.241082 1.676231 0.0 0.2 -0.3
O -1.212425 -0.940664 2.775466 0.3 0.0 0.1
H -3.872961 0.788070 4.305939 0.0 0.0 0.0
H -2.145580 1.258164 4.231114 0.0 0.0 0.0
H -2.647994 -0.176459 5.179869 0.0 0.0 0.0
C 0.081496 -4.526192 -3.912794 0.0 0.0 0.0
C 0.722332 -4.296197 -2.702459 0.0 0.0 -0.1
C 0.275324 -3.293726 -1.855916 0.1 0.1 0.1
C -0.823922 -2.518010 -2.206340 0.0 -0.1 0.0
C -1.482885 -2.775023 -3.403802 -0.1 0.1 0.0
C -1.022033 -3.762939 -4.262144 0.0 -0.1 0.0
Sb -1.742816 -1.214758 -0.815003 0.1 -0.2 0.0
C -2.837051 0.148864 -1.980707 -0.1 0.1 0.0
C -2.374552 0.562626 -3.227767 0.1 0.0 0.0
C -3.043316 1.559481 -3.923420 0.0 0.0 0.0
C -4.169981 2.154261 -3.375486 0.0 0.0 0.0
C -4.621054 1.763432 -2.123244 0.0 0.0 0.0
C -3.953695 0.769846 -1.422327 0.0 -0.1 0.1
C -3.126053 -2.605315 -0.039367 -0.1 0.1 0.0
C -4.494842 -2.487466 -0.243424 0.0 0.0 0.0
C -5.356498 -3.438423 0.285166 0.0 0.0 0.0
C -4.852966 -4.504901 1.014388 0.0 0.0 0.0
C -3.485220 -4.629205 1.210654 0.0 0.0 0.0
C -2.623596 -3.681472 0.684603 0.1 0.0 0.0
H 0.432321 -5.308258 -4.573086 0.0 0.0 0.0
H 1.574594 -4.900111 -2.417398 0.0 0.0 0.0
H 0.809230 -3.106055 -0.935469 0.0 0.0 0.0
H -2.372646 -2.220590 -3.675374 0.0 0.0 0.0
H -1.539631 -3.948954 -5.193865 0.0 0.0 0.0
H -1.482980 0.122860 -3.657994 0.0 -0.1 0.0
H -2.682412 1.872902 -4.894147 0.0 0.0 0.0
H -4.691509 2.929232 -3.921302 0.0 0.0 0.0
H -5.491659 2.236516 -1.688557 0.0 0.0 0.0
H -4.301364 0.494187 -0.432547 0.0 0.0 0.0
H -4.902272 -1.663501 -0.816774 0.0 0.0 0.0
H -6.422419 -3.346540 0.124041 0.0 0.0 0.0
H -5.526626 -5.243750 1.427326 0.0 0.0 0.0
H -3.091708 -5.462935 1.776989 0.0 0.0 0.0
H -1.555034 -3.798852 0.837597 0.0 0.0 0.0
C 3.555907 0.955652 -2.251267 0.0 0.0 -0.1
S 3.244065 -0.792784 -1.989899 0.0 0.0 -0.1
C 2.995321 -1.231511 -3.712197 0.0 0.0 0.0
O 1.895106 -0.889943 -1.352052 0.1 0.1 0.1
H 4.488492 1.074804 -2.802547 0.0 0.0 0.0
H 3.640721 1.430498 -1.275240 0.0 0.0 0.0
H 2.720693 1.384592 -2.803875 0.0 0.0 0.0
H 3.917830 -1.088645 -4.274136 0.0 0.0 0.0
H 2.189785 -0.619394 -4.116892 0.0 0.0 0.0
H 2.703691 -2.280482 -3.733102 0.0 0.0 0.0
N 2.275566 1.617202 1.791137 -0.1 0.1 -0.1
C 2.282661 0.269766 1.731281 0.1 -0.1 0.0
C 3.503762 -0.418191 1.899676 -0.1 0.0 0.0
C 3.527966 -1.781876 1.871110 0.0 0.0 0.0
C 2.334361 -2.486452 1.673315 0.0 0.0 0.0
C 1.194215 -1.770387 1.479281 0.0 -0.1 0.0
N 1.145313 -0.411980 1.488522 0.0 0.1 0.0
H 3.096965 2.082570 2.134388 0.0 0.0 0.0
H 1.404175 2.121569 1.835928 0.0 0.0 0.0
H 4.401908 0.158770 2.072342 0.0 0.0 0.0
H 4.461260 -2.309374 2.015537 0.0 0.0 0.0
H 2.300831 -3.565408 1.664429 0.0 0.0 0.0
H 0.246479 -2.265148 1.331473 0.0 0.0 0.0
```
Forces are in eV/Å.

HOMO level (spin up / spin down) (eV): -10.843 / -11.351
Total charge: +1
E_LUMO (spin up / spin down) (eV): -4.40 / -4.22
Spin multiplicity: 2
Energy (eV): -101930.59216

=====

The following is a DFT calculation (wB97M-V/def2-TZVPD) of C34H32N5OS3Sm as an isolated structure.

```
76
Properties=species:S:1:pos:R:3:forces:R:3
Sm -1.337813 -0.147233 1.003179 0.4 -0.4 0.7
C 0.042787 3.310867 -1.863121 -0.2 0.0 0.2
C -0.195313 1.883267 -1.461021 -0.6 0.4 0.5
N -1.066213 1.593267 -0.550821 0.9 0.3 -0.6
N -1.783013 2.617267 0.020879 -0.9 0.8 -0.5
C -1.591313 2.890767 1.260179 0.5 -0.1 0.0
S -0.409113 2.151667 2.285079 0.4 0.0 0.4
S -2.671013 4.142767 1.908479 -0.1 0.2 0.1
C -1.431513 5.205767 2.748679 -0.3 -0.4 -0.2
C -0.603313 5.917067 1.731179 0.2 0.1 0.0
C 0.646887 5.418967 1.376779 -0.1 0.1 0.2
C 1.407587 6.062567 0.417879 0.1 0.0 -0.1
C 0.932387 7.207667 -0.197321 0.0 0.0 -0.1
C -0.319613 7.699467 0.140179 0.0 0.1 0.0
C -1.085313 7.054867 1.093479 0.0 0.0 0.1
C 0.551887 0.809467 -2.098121 0.2 -0.7 0.1
C 0.980287 0.958867 -3.419321 0.0 -0.1 0.0
C 1.702587 -0.020733 -4.068921 0.1 0.1 -0.2
C 2.049187 -1.177633 -3.375321 -0.1 0.0 -0.1
C 1.655987 -1.351433 -2.070921 -0.1 0.0 0.2
C 0.883687 -0.386533 -1.376921 0.3 0.3 -0.5
O 0.534387 -0.600733 -0.152421 0.2 -0.1 0.0
H -0.205513 3.965367 -1.028321 0.1 0.0 -0.1
H -0.625513 3.564667 -2.686421 0.0 0.1 -0.1
H 1.068687 3.487367 -2.174321 0.0 -0.1 0.0
H -0.829213 4.557667 3.384579 -0.1 0.1 0.1
H -2.028313 5.892867 3.347879 0.1 0.0 0.1
H 1.016587 4.523367 1.856279 0.0 0.0 0.0
H 2.379787 5.669367 0.156679 0.1 0.0 0.0
H 1.532287 7.715367 -0.937721 0.1 0.0 -0.1
H -0.695613 8.591167 -0.338721 0.0 0.1 -0.1
H -2.068213 7.429067 1.349479 0.0 0.0 0.0
H 0.716387 1.857767 -3.958421 0.0 0.1 0.0
H 2.023187 0.122067 -5.091221 0.0 0.0 0.0
H 2.622387 -1.947533 -3.873521 0.1 -0.1 0.0
H 1.929087 -2.244933 -1.526021 0.0 -0.1 0.1
C -3.572113 -1.473133 1.408479 -0.4 -0.3 0.3
C -3.952513 -0.137033 1.135879 -0.7 0.0 0.4
C -3.594413 0.645867 2.253879 -0.5 -0.1 0.1
C -2.973413 -0.191033 3.202579 -0.4 -0.2 0.1
C -2.967013 -1.504333 2.684579 -0.7 0.0 0.2
H -3.856613 -2.341333 0.824579 0.3 0.1 -0.1
H -4.584713 0.201467 0.320579 0.4 -0.1 0.0
H -3.879013 1.676867 2.418779 0.3 0.0 -0.1
H -2.730613 0.090467 4.219979 0.3 0.1 -0.2
H -2.701313 -2.392333 3.245879 0.2 0.1 -0.2
S 2.794687 -5.422733 3.145179 0.1 -0.3 -0.2
C 1.675187 -4.138333 2.680079 -0.1 0.2 -0.1
C 0.787087 -4.234333 1.612379 0.0 0.1 0.1
C -0.082113 -3.185233 1.388279 0.0 0.0 -0.1
N -0.104213 -2.064433 2.113979 0.4 -0.4 0.2
C 0.758887 -1.976233 3.127579 -0.2 0.2 0.0
C 1.644787 -2.983333 3.461279 -0.1 -0.3 -0.2
C 3.270987 -6.092133 1.546079 -0.1 0.3 0.4
C 2.473487 -6.979633 0.839279 0.2 0.0 -0.1
C 2.933087 -7.406033 -0.401621 -0.4 -0.1 0.2
N 4.089387 -7.037333 -0.918521 0.2 -0.1 -0.5
C 4.856287 -6.217933 -0.221521 0.1 0.2 0.2
C 4.494487 -5.709633 1.018279 0.0 -0.1 -0.1
H 0.767087 -5.101333 0.966979 0.0 0.1 0.0
H -0.805713 -3.251933 0.582679 0.0 0.1 -0.1
H 0.738987 -1.049533 3.696079 0.0 -0.1 0.0
H 2.309287 -2.874433 4.301879 0.1 0.1 0.1
H 1.536487 -7.340233 1.237379 0.0 0.0 0.0
H 2.343087 -8.079133 -1.012421 -0.1 0.0 0.1
H 5.799287 -5.952433 -0.680421 0.1 0.1 0.0
H 5.143787 -5.038633 1.557679 0.0 0.1 0.0
C -2.385613 -0.123733 -4.427321 0.0 -0.1 0.0
C -1.689313 -1.313033 -3.756921 0.1 0.1 -0.9
C -1.865113 -1.236333 -2.338721 -0.2 -0.1 1.2
N -2.030913 -1.137233 -1.205621 0.0 -0.3 -0.7
H -2.253313 -0.182633 -5.504121 0.0 0.0 -0.1
H -1.954513 0.805767 -4.066321 0.0 0.1 0.0
H -3.449513 -0.123233 -4.201421 -0.1 0.0 0.0
H -0.612713 -1.296933 -3.961921 -0.1 0.0 0.0
H -2.101713 -2.257033 -4.125321 0.1 0.0 0.1
```
Forces are in eV/Å.

HOMO level (spin up / spin down) (eV): -7.596 / -7.620
E_LUMO (spin up / spin down) (eV): 0.02 / 0.01
Spin multiplicity: 6
Energy (eV): -95687.09865

=====

The following energy relative to the best compared isomer or geometry (same formula, charge and spin) values (in kJ/mol) correspond, in order, to the records above: 186.06; 103.02; 53.88.